(1)
ORCA calculation (ωB97M-V/def2-TZVPD) on 2 unconnected molecules or ions with the total composition H4N2O2P at a distorted geometry.

Summary:
- ΔE to the lowest compared entry with this formula, charge and spin: 380.7 kJ/mol
- HOMO energy: -4.6536 eV
- Orbital gap: 9.40 eV
- Calculated total energy: -603.7756 a.u.
- F_max: 5.2 eV Å⁻¹

Geometry as ORCA input:
```
! wB97M-V def2-TZVPD RIJCOSX def2/J DEFGRID3
* xyz -1 1
N -0.61364 -0.43076 0.80802
N 0.58788 0.04636 0.33987
O -0.53941 -0.48195 -1.96841
O 2.01175 -0.09545 -1.91938
P 0.66196 0.19590 -1.38903
H -1.04635 0.30065 1.37184
H -1.21186 -0.66612 0.00590
H 1.66241 -1.03012 0.35338
H 0.45186 1.59469 -1.40420
*
```


(2)
ORCA calculation (ωB97M-V/def2-TZVPD) on a gas-phase ion, H4N2O2P (charge -1) at a distorted geometry.

Summary:
- ΔE to the lowest compared entry with this formula, charge and spin: 233.3 kJ/mol
- HOMO energy: -4.4026 eV
- SMILES: NN[P@H](=O)[O-]
- Orbital gap: 9.18 eV
- Calculated total energy: -603.8317 a.u.
- F_max: 2.6 eV Å⁻¹

Geometry as ORCA input:
```
! wB97M-V def2-TZVPD RIJCOSX def2/J DEFGRID3
* xyz -1 1
N -0.30532 -1.40824 0.54204
N -0.25750 -0.03191 0.82977
P 0.25332 0.84564 -0.58791
O -0.83024 0.82552 -1.61804
O 1.63803 0.44792 -0.85655
H -1.30169 -1.59810 0.71397
H -0.13438 -1.39491 -0.45368
H 0.50555 0.19981 1.44425
H 0.43223 2.11427 -0.01384
*
```


(3)
ORCA calculation (ωB97M-V/def2-TZVPD) on a single H4N2O2S molecule at a distorted geometry.

Summary:
- ΔE to the lowest compared entry with this formula, charge and spin: 279.0 kJ/mol
- HOMO energy: -8.9899 eV
- Orbital gap: 9.61 eV
- Calculated total energy: -660.4682 a.u.
- F_max: 3.2 eV Å⁻¹

Geometry as ORCA input:
```
! wB97M-V def2-TZVPD RIJCOSX def2/J DEFGRID3
* xyz 0 1
N -1.49340 -0.24844 -0.17474
N 0.95254 0.27722 0.49853
O 0.49311 -1.96007 -0.42085
O 2.13680 -0.04067 -0.19181
S -0.15549 -1.08723 0.53151
H -1.22357 0.08419 -1.12568
H -1.64198 0.54420 0.39259
H 1.17832 0.56873 1.46331
H 1.68621 -0.85275 -0.75841
*
```


(4)
ORCA calculation (ωB97M-V/def2-TZVPD) on a single H4N2O2S molecule at a distorted geometry.

Summary:
- ΔE to the lowest compared entry with this formula, charge and spin: 390.4 kJ/mol
- HOMO energy: -8.0869 eV
- Orbital gap: 8.61 eV
- Calculated total energy: -660.4257 a.u.
- F_max: 4.7 eV Å⁻¹

Geometry as ORCA input:
```
! wB97M-V def2-TZVPD RIJCOSX def2/J DEFGRID3
* xyz 0 1
N -0.06970 0.57298 -0.10372
N 0.29737 0.12463 1.14956
O 0.06040 0.84865 -2.42270
O 0.00013 -1.60378 -1.88423
S 0.80048 -0.14344 -1.54113
H -0.06238 -0.69737 1.53344
H 1.16487 0.63921 1.62141
H -0.89233 0.89416 -2.10400
H -0.10565 -2.20637 -1.16182
*
```


(5)
ORCA calculation (ωB97M-V/def2-TZVPD) on a single H4N2O3Si molecule at a distorted geometry.

Summary:
- ΔE to the lowest compared entry with this formula, charge and spin: 18.9 kJ/mol
- HOMO energy: -10.6633 eV
- SMILES: N[Si@H](O)[N+](=O)[O-]
- Orbital gap: 10.63 eV
- Calculated total energy: -627.1114 a.u.
- F_max: 4.1 eV Å⁻¹

Geometry as ORCA input:
```
! wB97M-V def2-TZVPD RIJCOSX def2/J DEFGRID3
* xyz 0 1
N 0.77842 1.12531 0.74685
Si 0.60979 -0.06734 -0.34388
O -0.09812 0.05251 -1.88581
N -0.85493 -0.90666 0.43415
O -0.68952 -1.19662 1.63460
O -1.81271 -1.26192 -0.23221
H 1.47280 1.91920 0.78185
H -0.04033 1.26363 1.32433
H 1.75538 -0.91628 -0.45201
H -1.12079 -0.01181 -2.00786
*
```


(6)
ORCA calculation (ωB97M-V/def2-TZVPD) on 2 unconnected molecules or ions with the total composition H4N2O3Si at a distorted geometry.

Summary:
- ΔE to the lowest compared entry with this formula, charge and spin: 426.7 kJ/mol
- HOMO energy: -9.4037 eV
- Orbital gap: 7.85 eV
- Calculated total energy: -626.9561 a.u.
- F_max: 5.4 eV Å⁻¹

Geometry as ORCA input:
```
! wB97M-V def2-TZVPD RIJCOSX def2/J DEFGRID3
* xyz 0 1
N -0.87256 -1.23982 -0.32625
N 1.73394 -0.08447 0.30751
O 2.16770 -0.55294 -0.73549
O 2.38266 0.43814 1.27565
O -1.31578 2.06482 -0.49452
Si -0.14859 0.02698 0.64837
H -0.24267 -1.98052 -0.55078
H -1.83925 -1.25178 -0.58914
H -1.65136 1.66985 -1.28556
H -0.21408 0.90974 1.75022
*
```


(7)
ORCA calculation (ωB97M-V/def2-TZVPD) on 2 unconnected molecules or ions with the total composition H4N2O3Si at a distorted geometry.

Summary:
- ΔE to the lowest compared entry with this formula, charge and spin: 239.5 kJ/mol
- HOMO energy (spin up / spin down): -9.8194 / -9.8204 eV
- Orbital gap (spin up / spin down): 9.40 / 9.40 eV
- Calculated total energy: -627.0274 a.u.
- F_max: 4.1 eV Å⁻¹

Geometry as ORCA input:
```
! wB97M-V def2-TZVPD RIJCOSX def2/J DEFGRID3
* xyz 0 1
N -1.09253 -0.76588 -0.64732
N 0.42626 -0.31239 1.50972
O -0.61100 -0.77416 2.02265
O 1.46326 -0.21394 2.12802
O 1.52095 0.24912 -1.15131
Si 0.16494 0.29032 -0.28935
H -1.42766 -0.80837 -1.65287
H -1.65754 -0.89050 0.13671
H 1.29071 0.68259 -1.98906
H -0.07739 2.54321 -0.06718
*
```


(8)
ORCA calculation (ωB97M-V/def2-TZVPD) on a single H4N2Si molecule at a distorted geometry.

Summary:
- ΔE to the lowest compared entry with this formula, charge and spin: 217.1 kJ/mol
- HOMO energy: -9.9962 eV
- Orbital gap: 10.02 eV
- Calculated total energy: -401.2978 a.u.
- F_max: 3.0 eV Å⁻¹

Geometry as ORCA input:
```
! wB97M-V def2-TZVPD RIJCOSX def2/J DEFGRID3
* xyz 0 1
N 0.83048 0.92652 -0.06324
N 0.84164 -1.00234 0.09462
Si -0.60319 0.02289 -0.00832
H 1.60474 0.95801 0.58547
H 1.12827 -1.26263 -0.86836
H -1.29007 0.09870 1.21842
H -1.46216 0.50204 -1.15950
*
```


(9)
ORCA calculation (ωB97M-V/def2-TZVPD) on 3 unconnected molecules or ions with the total composition H4N3O3P at a distorted geometry.

Summary:
- ΔE to the lowest compared entry with this formula, charge and spin: 0.0 kJ/mol
- HOMO energy: 1.5113 eV
- Orbital gap: 2.70 eV
- Calculated total energy: -733.7643 a.u.
- F_max: 8.3 eV Å⁻¹

Geometry as ORCA input:
```
! wB97M-V def2-TZVPD RIJCOSX def2/J DEFGRID3
* xyz -2 1
N 0.87939 -0.29467 -2.31151
N -1.26777 -2.99314 -0.33882
N -1.32297 -1.86923 -0.16841
O -3.31901 -1.19298 1.22733
O -3.07668 -0.20618 -1.15921
O -1.55707 0.60002 0.66994
P -2.56149 -0.40483 0.21818
H 0.89147 0.65341 -2.57372
H 0.01922 -0.52875 -2.66014
H 0.84122 -0.44917 -1.35411
H 10.47369 6.68550 8.45046
*
```


(10)
ORCA calculation (ωB97M-V/def2-TZVPD) on a single H4N4O molecule at a distorted geometry.

Summary:
- ΔE to the lowest compared entry with this formula, charge and spin: 18.5 kJ/mol
- HOMO energy: -8.8756 eV
- SMILES: NN(N)N=O
- Orbital gap: 9.88 eV
- Calculated total energy: -296.5189 a.u.
- F_max: 3.5 eV Å⁻¹

Geometry as ORCA input:
```
! wB97M-V def2-TZVPD RIJCOSX def2/J DEFGRID3
* xyz 0 1
N 0.16272 1.17673 0.12356
N -0.10166 -0.16046 -0.01651
N 1.04300 -0.91126 -0.01008
N -1.30050 -0.62195 -0.14228
O -2.17048 0.24905 -0.06278
H 0.99648 1.38027 -0.48346
H -0.66034 1.67422 0.02510
H 1.28956 -0.99975 0.93214
H 0.74123 -1.78686 -0.36568
*
```